# 1
84
Properties=species:S:1:pos:R:3:forces:R:3 method="wB97M-V/def2-TZVPD" gap_ev=6.2 lumo_energy_ev=-0.5 spin_multiplicity=1
Pb 1.586417 0.057625 -3.014594 -0.0209 -3.2788 -0.1816
Li 1.761007 -3.439775 -0.808014 0.0937 1.0910 0.0327
Li -0.352063 -1.006255 -0.598904 0.5469 0.0980 -0.5467
O 1.635927 -1.426765 -0.616564 -0.4119 -0.0003 -1.2534
C 2.927027 -1.172935 -0.080304 -0.6520 -1.2123 0.6140
C 4.066407 -1.546765 -1.036764 -0.1431 2.3154 -2.0892
O 4.174577 -0.664745 -2.210114 -1.5379 -1.4377 2.2155
H 2.945557 -1.857095 0.768036 0.7640 -0.3023 0.6086
H 2.966007 -0.202015 0.413546 0.2874 0.6996 -0.4638
H 3.876447 -2.600615 -1.240244 -0.7164 -0.8972 -1.0216
H 5.042477 -1.733005 -0.588784 0.3591 0.9084 0.7293
O 1.145577 -2.106845 -4.469874 -0.6255 1.0830 1.7765
C -0.247823 -2.168185 -4.701034 0.8363 1.6296 1.2088
C -1.235313 -1.756855 -3.440224 1.0845 -0.3674 0.8868
O -0.833133 -0.737505 -2.482784 1.1556 0.1672 -1.1536
H -0.521973 -3.128855 -5.136984 -0.3487 -0.4967 0.4676
H -0.409613 -1.463325 -5.516574 -0.7912 0.4508 -0.1137
H -1.420233 -2.554495 -2.720724 0.2942 -1.3548 -0.5106
H -2.241533 -1.600135 -3.828894 -0.1614 0.7066 -0.5139
C 2.422287 -6.085465 4.399206 0.3889 0.6110 0.2148
C 3.808597 -6.458245 3.863106 -1.1985 -0.9066 -1.0796
O 3.890757 -5.816495 2.568446 -0.0738 1.6328 -1.4045
S 2.741517 -4.644375 2.311686 -1.0150 1.0177 2.6455
O 2.040587 -4.593555 1.007006 2.3334 -0.7147 2.5896
O 3.184117 -3.385555 2.942716 -0.6453 -2.7523 -1.8904
O 1.705787 -5.368415 3.367676 0.6451 0.1017 -0.9180
H 2.579077 -5.426145 5.252906 -0.5387 -0.0411 0.0697
H 1.892477 -7.003635 4.652926 -0.3497 0.4473 -0.0019
H 3.800307 -7.517235 3.605116 0.2387 0.0126 0.0318
H 4.613597 -6.296365 4.579956 0.1233 0.7360 -0.5226
C 3.610607 2.963635 -0.144594 3.6228 -0.2425 0.7581
C 3.442237 3.450685 -1.528484 2.8727 1.2419 -0.6777
O 2.099197 3.428865 -1.785884 -3.6718 -0.5186 -0.1828
S 1.169697 2.927465 -0.515104 -0.9544 -1.0524 0.1203
O 0.777167 1.505075 -0.701724 1.0911 3.4504 0.4605
O 0.102127 3.850365 -0.101314 2.6071 -1.6378 -1.3036
O 2.418217 3.094145 0.493586 -3.6532 -0.7333 1.1172
H 4.265767 3.560715 0.489726 0.3460 0.2461 -0.4590
H 4.100147 1.991335 -0.200204 -0.8738 -0.6873 0.4723
H 4.088337 2.879985 -2.195534 -0.8171 -0.7421 -0.3294
H 3.871987 4.441875 -1.673224 -0.6579 0.5481 0.2122
C 1.223387 -0.206385 3.865656 0.5406 1.0091 -1.1472
C 1.059047 1.229355 3.203126 0.0693 -1.6441 1.2174
O -0.306693 1.256715 2.857996 -1.7801 0.9160 -1.5102
S -1.072013 -0.140775 2.793536 1.0898 0.7597 0.4983
O -0.744883 -0.781015 1.536216 -0.5663 0.3686 1.3374
O -2.449773 0.046455 3.207526 2.5462 -0.6201 -0.6120
O -0.129673 -0.693335 3.993726 -0.4742 -0.8823 0.0672
H 1.804837 -0.109625 4.782526 -1.0124 -0.2357 0.5584
H 1.841457 -0.864805 3.255266 -0.4692 -0.1592 -0.3860
H 1.738627 1.323825 2.356176 -0.2858 0.3000 -0.0086
H 1.130887 2.002865 3.967736 0.4977 0.0726 -0.3201
C -0.506113 5.434305 -3.085864 -0.1194 -0.5366 1.4665
C -1.879993 4.782685 -2.869674 -0.8398 0.7802 -1.1809
O -1.802543 3.441185 -3.359284 0.5731 -0.7863 -0.2255
S -0.640653 3.293925 -4.488714 -0.4392 -0.4354 1.5274
O -1.175603 3.784755 -5.705664 0.3146 0.0360 -0.3129
O -0.031603 1.966365 -4.445764 -0.9308 2.9864 0.2946
O 0.276437 4.441805 -3.777344 0.2590 -0.3666 -0.7188
H -0.057033 5.636995 -2.113574 0.4983 -0.3223 -0.1480
H -0.618873 6.407475 -3.563704 0.3074 -0.4172 -0.7090
H -2.528913 5.392295 -3.498474 -0.5349 -0.5093 -0.2583
H -2.365323 4.792235 -1.893734 0.7353 -0.2763 0.2184
C -3.554533 2.754975 0.303466 -0.1195 1.5727 1.2913
C -3.850933 2.540985 1.810846 -1.1808 -0.5403 -2.7745
O -5.101193 3.306625 1.988046 -0.5732 0.6231 -0.0523
S -5.334643 4.592095 0.921836 2.0198 -0.1349 0.0035
O -5.084763 5.856025 1.639896 -1.0584 -2.8649 -1.7102
O -6.473443 4.460075 -0.023754 2.9316 -0.1069 2.9244
O -3.891423 4.187925 0.214846 -0.8477 0.4360 -1.2119
H -4.129773 2.138385 -0.387194 -0.2108 0.2008 0.1457
H -2.489093 2.662765 0.092666 -0.0840 0.1953 -0.1384
H -2.970403 2.801375 2.398176 -0.6658 0.4683 0.4422
H -4.108873 1.482425 1.843016 -0.1253 0.1501 0.9820
C -4.350363 -1.781595 -1.145874 -0.8830 -0.3551 -0.6654
Cl -4.897263 -3.332785 -0.493014 -0.2455 -0.5879 -0.3237
Cl -3.529863 -0.944735 0.124846 0.5152 0.7951 0.3390
H -3.721733 -1.931355 -2.023654 0.1827 -0.0309 0.3300
H -5.272053 -1.275695 -1.433374 0.3194 0.2419 0.1116
C -2.424163 -4.122545 1.541546 0.0387 0.8454 0.3041
Cl -1.320133 -4.039475 0.078626 -1.1174 -0.1761 1.0379
Cl -1.502863 -3.800955 3.067096 -0.4876 -0.4695 -0.8480
H -3.204903 -3.363505 1.492436 0.7467 0.4426 -0.3495
H -3.042913 -5.018385 1.593646 1.0330 -0.5607 -0.1002

# 2
54
Properties=species:S:1:pos:R:3:forces:R:3 method="wB97M-V/def2-TZVPD" gap_ev="5.5 / 5.6" lumo_energy_ev="0.4 / 0.1" s2=2.01 e_above_lowest_kcal_mol=74.12 spin_multiplicity=3
Mo 0.493841 -0.523522 -0.230509 -1.7453 2.6205 0.3718
P -0.530936 -1.159030 2.590319 0.3689 -0.1114 -0.5491
P 0.718412 0.948752 -2.071301 0.0806 -0.7707 0.8834
N -0.249048 -1.947462 -0.914787 -0.6880 -1.9791 -0.7313
H 0.235889 -0.283535 1.476777 -0.0916 0.7669 0.3771
C -2.211251 -0.542367 2.765343 -0.4067 -0.2613 0.4863
H -2.621821 -0.787104 3.758820 0.0385 0.1191 -0.2868
H -2.853847 -0.987488 1.998103 0.1987 0.0746 0.0766
H -2.216624 0.543675 2.633346 0.0930 -0.1334 -0.0143
C 0.415911 -0.641429 4.035146 -0.1534 -0.2055 0.4493
H -0.050559 -1.009699 4.959874 0.1412 0.1284 -0.1494
H 0.465901 0.451938 4.067754 -0.0284 -0.1604 -0.0772
H 1.437658 -1.028722 3.975341 -0.1534 0.0528 -0.1066
C -0.477147 -2.942928 2.410269 -0.2695 -0.6281 0.5532
H -0.640735 -3.437654 3.380741 0.0159 -0.0586 -0.2934
H 0.496656 -3.248090 2.005857 -0.2164 0.1852 0.0973
H -1.250279 -3.263672 1.700364 0.2059 0.1403 0.1052
C -0.707794 1.922997 -2.609024 -0.1790 0.3130 -0.7289
H -0.470450 2.424777 -3.558778 -0.1887 0.0115 0.1320
H -0.960176 2.690431 -1.862872 0.1473 -0.3040 -0.1796
H -1.571800 1.265264 -2.768321 0.2096 0.1266 0.1096
C 2.039015 2.191144 -2.001899 0.2724 0.2811 -0.4302
H 2.226443 2.588724 -3.010366 0.0336 0.0336 0.2457
H 2.961972 1.757620 -1.605035 -0.1624 0.0063 -0.0653
H 1.732507 3.017051 -1.347337 0.0017 -0.2014 -0.1558
C 1.139525 -0.196487 -3.437383 0.0136 0.4241 -0.6057
H 1.394865 0.376868 -4.340863 -0.0284 -0.2336 0.0314
H 0.281331 -0.847910 -3.653175 0.2103 0.1962 0.1561
H 1.989631 -0.833292 -3.153967 -0.2759 0.2894 0.0017
C -0.657776 -3.125314 -1.499870 0.0052 0.5817 0.3950
C -2.406455 -4.529764 -2.405168 -0.0005 -0.0717 0.0765
C -2.021641 -3.338195 -1.806701 0.4245 -0.0330 0.0488
C 0.291963 -4.130814 -1.772176 -0.1595 -0.1179 -0.0753
C -0.110658 -5.320469 -2.371848 -0.2214 0.2414 0.1846
C -1.460167 -5.524977 -2.682338 -0.0709 0.0050 -0.0931
H -3.462463 -4.684354 -2.643184 0.3557 -0.0561 0.0406
H -2.723160 -2.542749 -1.538136 0.1482 -0.3416 -0.2363
H 1.329633 -3.940327 -1.480113 -0.3538 -0.1155 -0.2138
H 0.628413 -6.092063 -2.580199 -0.1808 0.1009 0.0140
H -1.781699 -6.461045 -3.137103 0.0984 0.2162 0.0720
C -0.527330 4.600967 0.684858 0.0922 -0.4162 -1.3582
O -0.639298 4.785948 -0.524861 -0.0369 -0.1523 1.5947
C -1.698111 4.209146 1.565921 -0.2544 0.3024 -0.5419
H -1.941918 5.056161 2.217305 0.0711 -0.1600 0.0569
H -1.455206 3.342596 2.178268 0.1402 0.0316 0.0961
H -2.573694 3.983250 0.950413 0.1853 0.0638 0.0666
C 0.826852 4.681328 1.353581 -0.0496 0.1434 -0.1373
H 1.392432 5.484586 0.885795 0.0235 0.1008 0.0817
H 1.399501 3.759742 1.163930 -0.3464 0.0858 0.1948
H 0.713076 4.855407 2.425502 0.2257 -0.1038 -0.0725
Cl 3.016710 0.346561 1.103785 0.1476 0.5190 0.0806
C 2.460849 -0.965716 0.028930 1.1857 -1.6141 -0.3224
H 2.522333 -1.895884 0.604677 0.6477 0.0274 -0.1342
H 3.070712 -1.004828 -0.880222 0.4795 0.0404 0.4787